1.
Here is C25H35As3NPd as an isolated structure from the OMol25 dataset. Energies are from ωB97M-V with the def2-TZVPD basis set.

```
65
C25H35As3NPd, DFT ωB97M-V with the def2-TZVPD basis set
Pd -0.128 -0.158 -0.158
C 0.784 0.472 3.625
As -0.407 -0.075 2.191
C -1.954 1.005 2.671
C -1.004 -1.823 2.766
C -0.869 -2.260 4.082
C -1.291 -3.532 4.434
C -1.856 -4.371 3.485
C -2.022 -3.934 2.180
C -1.601 -2.658 1.817
As -1.894 -1.911 0.048
C -1.867 -3.453 -1.130
C -3.798 -1.517 0.113
H 0.172 0.620 4.514
H 1.260 1.415 3.361
H 1.543 -0.280 3.829
H -2.374 0.615 3.597
H -2.699 0.961 1.880
H -1.650 2.037 2.821
H -0.419 -1.627 4.836
H -1.170 -3.874 5.454
H -2.170 -5.368 3.762
H -2.479 -4.591 1.449
H -2.753 -4.058 -0.939
H -0.970 -4.045 -0.964
H -1.893 -3.122 -2.168
H -4.353 -2.346 0.548
H -4.152 -1.334 -0.901
H -3.954 -0.621 0.709
N 0.002 -0.587 -2.291
C 0.866 0.208 -3.116
C 0.380 0.736 -4.301
C 1.209 1.520 -5.092
C 2.507 1.762 -4.679
C 2.977 1.221 -3.491
C 2.167 0.427 -2.678
C 2.692 -0.119 -1.392
C 4.024 -0.539 -1.422
C 4.710 -0.893 -0.271
C 4.047 -0.781 0.941
C 2.711 -0.406 0.963
C 1.974 -0.114 -0.177
H -0.942 -0.523 -2.660
H 0.275 -1.567 -2.341
H -0.638 0.529 -4.612
H 0.840 1.939 -6.018
H 3.158 2.382 -5.281
H 3.986 1.441 -3.170
H 4.528 -0.590 -2.378
H 5.735 -1.233 -0.322
H 4.554 -1.002 1.871
H 2.243 -0.350 1.940
C -2.279 3.566 -1.061
As -0.698 2.554 -0.534
C -0.181 3.640 1.003
C 0.594 3.340 -1.760
H -2.065 4.633 -1.086
H -3.086 3.374 -0.355
H -2.603 3.241 -2.050
H -0.053 4.674 0.687
H 0.763 3.277 1.410
H -0.948 3.610 1.774
H 0.577 4.425 -1.660
H 0.353 3.065 -2.781
H 1.588 2.968 -1.523
```

## Properties
Molar mass in g mol⁻¹: 680.7
2S+1: 1
HOMO in eV: -10.25
Total charge: +1
Frontier orbital gap in eV: 7.38

---

2.
Here is C25H35Br3N2O13 as an isolated structure at a distorted geometry from the OMol25 dataset. Energies are from ωB97M-V with the def2-TZVPD basis set.

```
78
C25H35Br3N2O13, DFT ωB97M-V with the def2-TZVPD basis set
C 13.614 -21.639 15.468
C 13.540 -20.270 15.381
C 13.506 -19.466 16.476
C 13.615 -20.041 17.758
C 13.731 -21.418 17.904
C 13.692 -22.243 16.754
N 13.311 -19.260 18.984
O 13.117 -18.071 18.775
O 13.110 -19.882 19.985
H 13.575 -22.280 14.599
H 13.569 -19.883 14.372
H 13.466 -18.396 16.333
H 13.794 -21.845 18.893
H 13.670 -23.320 16.824
C 16.517 -15.137 18.416
C 16.599 -16.547 18.173
C 16.268 -17.450 19.134
C 15.755 -16.990 20.346
C 15.684 -15.637 20.584
C 16.110 -14.680 19.639
N 15.477 -17.995 21.431
O 15.152 -17.519 22.510
O 15.757 -19.120 21.185
H 16.902 -14.469 17.659
H 17.087 -16.845 17.256
H 16.403 -18.499 18.913
H 15.293 -15.345 21.549
H 16.029 -13.607 19.726
C 11.132 -11.031 11.809
C 9.683 -10.712 11.798
O 9.419 -9.713 10.735
C 9.386 -8.404 11.058
O 9.682 -7.940 12.129
O 8.934 -7.794 9.991
C 8.738 -6.346 9.939
H 11.315 -11.755 12.604
H 11.660 -10.176 12.232
H 11.440 -11.318 10.804
H 9.466 -10.229 12.751
H 8.967 -11.517 11.643
H 9.236 -5.969 9.046
H 9.035 -5.882 10.877
H 7.701 -6.123 9.688
C 17.217 -20.791 16.526
C 18.673 -20.154 16.545
O 18.722 -18.800 16.132
C 18.312 -18.485 14.879
O 18.291 -19.290 13.964
O 18.068 -17.179 14.843
C 17.804 -16.605 13.606
H 16.541 -20.420 17.298
H 17.216 -21.873 16.652
H 16.737 -20.587 15.569
H 19.334 -20.597 15.798
H 19.144 -20.258 17.521
H 17.519 -15.562 13.734
H 16.945 -17.125 13.181
H 18.648 -16.670 12.919
C 9.293 -14.191 14.817
C 9.821 -13.136 15.788
O 10.118 -11.886 15.160
C 10.330 -10.822 15.865
O 10.241 -10.794 17.080
O 10.770 -9.865 15.070
C 11.162 -8.638 15.679
H 10.152 -14.516 14.229
H 8.494 -13.870 14.150
H 8.963 -15.110 15.303
H 10.684 -13.584 16.282
H 9.024 -12.981 16.514
H 10.858 -7.848 14.992
H 12.250 -8.695 15.720
H 10.732 -8.389 16.648
C 14.004 -14.909 15.165
Br 14.275 -16.730 14.467
Br 12.969 -13.811 13.917
Br 15.802 -13.999 15.313
H 13.432 -15.047 16.079
```

## Properties
Molar mass in g mol⁻¹: 811.3
2S+1: 1
HOMO in eV: -9.77
Total charge: 0
Frontier orbital gap in eV: 8.98

---

3.
Here is C25H35BrN8O5Pb as an isolated structure at a distorted geometry from the OMol25 dataset. Energies are from ωB97M-V with the def2-TZVPD basis set.

```
75
C25H35BrN8O5Pb, DFT ωB97M-V with the def2-TZVPD basis set
Pb -0.707 0.453 0.379
O 0.778 -1.697 -3.795
C -0.074 -1.095 -2.904
O 0.169 -0.663 -1.734
C -1.440 -0.755 -2.957
C -2.294 -0.990 -4.044
C -3.595 -0.606 -3.938
C -3.990 0.007 -2.717
C -3.126 0.217 -1.680
N -1.707 -0.131 -1.636
C -3.703 0.860 -0.488
O -4.986 1.219 -0.413
O -2.993 1.077 0.489
H 1.632 -1.741 -3.344
H -1.904 -1.466 -4.934
H -4.302 -0.759 -4.742
H -5.030 0.302 -2.657
H -5.522 1.036 -1.188
C 2.957 2.204 -4.435
C 2.399 2.421 -3.019
C 2.703 3.484 -2.212
C 2.049 3.661 -0.780
C 1.130 2.804 -0.154
Br 0.319 2.812 1.564
N 0.602 1.612 -0.737
C 1.309 1.343 -2.378
H 3.632 3.015 -4.701
H 2.149 2.179 -5.168
H 3.513 1.265 -4.495
H 3.406 4.229 -2.553
H 2.362 4.524 -0.212
H 0.951 0.472 -2.893
C -1.301 -1.867 5.101
N -1.706 -0.536 4.714
C -2.304 0.305 5.737
C -2.636 1.623 5.055
N -2.173 1.460 3.691
C -2.363 2.685 2.694
C -1.574 0.065 3.477
N -0.856 -0.743 2.415
C -0.393 -2.096 2.392
C -0.065 -2.452 0.886
N 0.755 -1.368 0.375
C 1.903 -1.392 -0.440
N 2.749 -0.371 -1.228
C 2.459 1.035 -1.628
C 4.009 -0.930 -1.633
C 3.963 -2.364 -1.142
N 2.682 -2.515 -0.465
C 2.414 -3.817 0.105
H -1.508 -2.004 6.164
H -0.232 -2.013 4.960
H -1.876 -2.626 4.574
H -1.587 0.455 6.551
H -3.209 -0.168 6.130
H -2.119 2.456 5.542
H -3.715 1.809 5.066
H -2.864 3.519 3.254
H -3.012 2.402 1.884
H -1.369 3.052 2.331
H -1.115 -2.857 2.716
H 0.542 -2.154 2.974
H -1.009 -2.591 0.338
H 0.398 -3.425 0.937
H 1.292 1.459 -1.321
H 2.528 1.228 -2.992
H 3.154 1.686 -1.143
H 4.842 -0.378 -1.183
H 4.109 -0.901 -2.724
H 4.779 -2.562 -0.442
H 4.024 -3.064 -1.979
H 3.257 -4.475 -0.107
H 1.536 -4.269 -0.351
H 2.327 -3.755 1.190
O -1.427 1.163 2.005
```

## Properties
Molar mass in g mol⁻¹: 814.7
2S+1: 1
HOMO in eV: -4.54
Total charge: 0
Frontier orbital gap in eV: 4.34

---

4.
Here is C25H35Cl3NO2OsSb as an isolated structure from the OMol25 dataset. Energies are from ωB97M-V with the def2-TZVPD basis set.

```
68
C25H35Cl3NO2OsSb, DFT ωB97M-V with the def2-TZVPD basis set
Os -0.473 -1.757 -1.985
C 3.257 -3.270 -3.588
C 3.652 -4.152 -2.589
C 2.867 -4.312 -1.459
C 1.696 -3.592 -1.335
N 1.320 -2.733 -2.317
C 2.082 -2.583 -3.420
C 0.754 -3.645 -0.204
C 0.865 -4.518 0.859
C -0.092 -4.488 1.873
C -1.157 -3.594 1.824
C -1.286 -2.720 0.754
C -0.325 -2.733 -0.265
H 3.842 -3.124 -4.485
H 4.570 -4.717 -2.694
H 3.165 -4.992 -0.673
H 1.718 -1.890 -4.167
H 1.673 -5.237 0.913
H -0.009 -5.180 2.701
H -1.897 -3.594 2.614
H -2.127 -2.042 0.695
C 1.093 2.909 3.156
C 0.708 1.460 2.858
C 1.933 0.556 2.854
C -0.363 0.940 3.814
Sb -0.229 1.371 0.879
C 1.167 1.795 -0.763
C 2.335 0.820 -0.643
C 1.619 3.249 -0.649
C 0.440 1.541 -2.083
C -2.153 2.457 0.809
C -2.015 3.684 1.699
C -3.179 1.460 1.337
C -2.437 2.829 -0.635
H 1.565 2.926 4.147
H 0.240 3.579 3.199
H 1.822 3.307 2.451
H 2.302 0.485 3.884
H 2.745 0.964 2.256
H 1.712 -0.460 2.519
H 0.047 0.957 4.831
H -0.652 -0.089 3.595
H -1.258 1.565 3.820
H 2.922 0.971 0.258
H 3.006 0.973 -1.497
H 2.007 -0.224 -0.662
H 2.216 3.422 0.246
H 0.784 3.953 -0.655
H 2.252 3.490 -1.512
H 0.098 0.495 -2.105
H 1.125 1.674 -2.928
H -0.425 2.171 -2.240
H -1.907 3.425 2.751
H -2.944 4.261 1.605
H -1.200 4.344 1.400
H -2.959 1.131 2.354
H -3.274 0.588 0.688
H -4.156 1.957 1.360
H -1.765 3.607 -1.004
H -3.456 3.231 -0.682
H -2.403 1.966 -1.296
Cl -2.766 0.978 -4.273
C -3.048 -0.689 -3.783
Cl -1.508 -1.637 -4.226
Cl -4.349 -1.405 -4.638
C -3.261 -0.719 -2.246
O -4.357 -0.564 -1.818
O -2.168 -0.830 -1.484
```

## Properties
Molar mass in g mol⁻¹: 799.9
2S+1: 5
HOMO (spin up / spin down) in eV: -14.25 / -14.79
Total charge: +2
Frontier orbital gap (spin up / spin down) in eV: 8.23 / 6.64